No. 1
17
Properties=species:S:1:pos:R:3 method="wB97M-V/def2-TZVPD" e_homo_ev="1.204 / -4.983" charge=-1 max_force_ha_per_bohr=0.0550 lumo_ev="4.1116 / 4.0514" e_tot_ev=-10346.7002 homo_lumo_gap_ha="0.107 / 0.332" spin_multiplicity=2
O 2.823 -1.153 4.168
O 0.950 0.819 1.393
N 0.058 0.178 -0.594
N -1.541 1.072 -2.886
C 0.057 0.251 0.794
C -0.765 -0.777 -1.283
C -1.917 -0.060 -2.066
H 0.929 0.335 -1.037
H -1.608 1.070 -3.897
H -0.219 -1.278 -2.088
H -2.582 0.312 -1.280
H 1.939 -1.406 4.405
H -0.692 1.533 -2.621
H -0.789 -0.266 1.259
H 2.720 -0.478 3.481
H -1.312 -1.516 -0.695
H -2.524 -0.740 -2.668

***

No. 2
17
Properties=species:S:1:pos:R:3 method="wB97M-V/def2-TZVPD" e_homo_ev=-12.984 charge=+1 max_force_ha_per_bohr=0.0186 lumo_ev=-3.6831 e_tot_ev=-18675.8922 homo_lumo_gap_ha=0.342 smiles="[NH3+][C@H](C=O)CCS"
S 0.384 0.191 -2.763
O -1.335 0.956 2.172
N 1.135 0.377 1.672
C 0.230 -0.923 -0.251
C 0.213 0.429 0.469
C -0.504 -0.892 -1.585
C -1.150 0.853 0.996
H 1.096 1.261 2.183
H -1.933 0.996 0.239
H 0.573 1.204 -0.209
H 2.102 0.234 1.350
H -0.643 0.977 -3.111
H -0.566 -1.887 -2.005
H -0.230 -1.671 0.398
H 0.861 -0.383 2.293
H -1.510 -0.506 -1.459
H 1.278 -1.215 -0.391

***

No. 3
11
Properties=species:S:1:pos:R:3 method="wB97M-V/def2-TZVPD" e_homo_ev=-9.998 max_force_ha_per_bohr=0.1390 lumo_ev=-1.9611 e_tot_ev=-9697.6388 homo_lumo_gap_ha=0.295
N 1.377 -1.280 0.202
N -0.937 -1.590 -0.667
N -1.359 0.659 -0.541
C 1.529 2.086 1.351
C -0.098 0.603 0.037
C -1.666 -0.625 -0.896
C 0.300 -0.716 -0.217
C 0.894 1.305 0.645
H -2.663 -0.656 -1.295
H 2.195 2.537 2.409
H 1.148 -2.313 0.417

***

No. 4
16
Properties=species:S:1:pos:R:3 method="wB97M-V/def2-TZVPD" e_homo_ev="-8.250 / -7.435" max_force_ha_per_bohr=0.0218 lumo_ev="-0.3311 / -0.6012" e_tot_ev=-9327.1188 homo_lumo_gap_ha="0.291 / 0.251"
N -2.464 -0.824 -0.161
N 0.294 0.996 1.454
C -0.853 0.573 1.018
C 1.212 -1.026 -0.490
C 1.711 0.568 -0.515
C -0.048 -1.276 -0.424
C -1.126 -0.273 -0.173
C 1.473 0.882 0.858
H 1.056 1.046 -1.240
H -2.554 -1.552 -0.870
H 2.042 -1.705 -0.503
H 2.751 0.626 -0.821
H -1.691 0.749 1.683
H -3.173 -0.106 -0.312
H -0.943 0.402 -1.039
H 2.315 0.920 1.535

***

No. 5
57
Properties=species:S:1:pos:R:3 method="wB97M-V/def2-TZVPD" e_homo_ev=-7.757 max_force_ha_per_bohr=0.0240 lumo_ev=0.3892 e_tot_ev=-59597.9210 homo_lumo_gap_ha=0.299 smiles="COc1ccc(OC)c(CCNC(=O)c2ccc(NC3=N[C@@H]4CS(=O)(=O)C[C@@H]4S3)cc2)c1"
S 1.737 -3.585 4.858
S -0.467 -0.976 5.706
O 0.711 -3.380 3.879
O 1.138 -1.711 -3.939
O -3.388 1.342 -3.072
O 1.647 1.892 -2.444
O 2.344 -4.882 4.937
N 1.570 -0.437 4.166
N -0.528 0.079 3.261
N -0.305 3.030 -2.424
C -1.345 2.496 -4.582
C -1.036 1.452 -0.092
C 0.603 2.178 -1.885
C 0.310 -0.397 4.196
C -0.135 0.323 -4.342
C 2.211 -1.059 5.275
C 2.311 -1.071 -4.393
C -2.180 -0.770 -2.841
C 1.145 -1.527 6.345
C 0.019 -0.949 -3.805
C -0.219 0.582 2.001
C -4.503 0.782 -2.426
C -1.028 -1.495 -3.069
C -1.277 0.922 1.159
C 1.159 -3.032 6.496
C 2.985 -2.268 4.768
C 0.270 1.654 -0.531
C -2.306 0.525 -3.327
C 1.090 0.765 1.562
C -0.295 3.339 -3.834
C 1.320 1.286 0.306
C -1.277 1.070 -4.102
H -1.512 -0.022 3.465
H 2.329 1.422 -0.053
H 0.710 3.106 -4.190
H -0.916 -2.489 -2.665
H 0.648 0.767 -4.934
H 3.803 -2.566 5.415
H 2.500 -0.152 -3.829
H -2.342 2.891 -4.392
H 3.119 -1.780 -4.222
H 1.306 -1.024 7.301
H 3.320 -2.123 3.747
H 1.903 0.489 2.210
H -2.294 0.762 1.490
H 0.181 -3.448 6.718
H -1.183 3.163 -1.949
H 2.895 -0.330 5.729
H -1.146 2.550 -5.654
H -4.903 -0.073 -2.980
H -5.252 1.572 -2.395
H 2.255 -0.843 -5.463
H -2.965 -1.221 -2.255
H -4.266 0.469 -1.403
H -1.876 1.678 -0.731
H -0.488 4.406 -3.978
H 1.893 -3.383 7.216

***

No. 6
126
Properties=species:S:1:pos:R:3 method="wB97M-V/def2-TZVPD" e_homo_ev=-9.337 max_force_ha_per_bohr=0.0362 lumo_ev=0.1832 e_tot_ev=-137024.9763 homo_lumo_gap_ha=0.350 smiles="COP(=O)(OC)OC.COP(=O)(OC)OC.COP(=O)(OC)OC.COP(=O)(OC)OC.COP(=O)(OC)OC.COP(=O)(OC)OC.CO.CO.CO.CO"
P 9.369 -13.345 -12.410
P 9.145 -20.434 -8.870
P 15.368 -12.375 -15.971
P 14.808 -21.443 -12.119
P 14.368 -9.258 -12.648
P 16.732 -14.209 -10.565
O 13.931 -12.445 -16.256
O 12.707 -15.051 -12.782
O 15.738 -9.458 -12.187
O 13.784 -21.632 -13.359
O 13.347 -12.469 -8.785
O 14.134 -9.111 -14.218
O 10.451 -21.080 -8.218
O 13.826 -20.834 -11.034
O 7.905 -20.731 -8.124
O 9.225 -12.454 -13.731
O 12.661 -16.552 -15.023
O 9.203 -20.925 -10.391
O 17.393 -13.426 -11.786
O 13.374 -10.430 -12.228
O 15.538 -13.599 -9.945
O 9.504 -18.886 -8.994
O 16.274 -12.986 -17.150
O 17.995 -14.423 -9.600
O 7.882 -13.438 -11.848
O 16.045 -10.949 -15.685
O 13.850 -17.408 -8.509
O 13.681 -7.951 -12.051
O 15.613 -22.606 -11.754
O 15.935 -13.188 -14.721
O 16.499 -15.614 -11.268
O 15.693 -20.206 -12.587
O 10.065 -14.622 -12.645
O 10.097 -12.374 -11.386
C 10.631 -18.456 -9.758
C 10.779 -20.802 -6.833
C 13.308 -11.088 -9.072
C 11.948 -15.865 -16.064
C 10.283 -12.755 -10.016
C 10.410 -12.128 -14.460
C 13.821 -11.803 -12.275
C 12.867 -8.781 -14.753
C 13.061 -15.550 -11.517
C 15.016 -19.037 -13.089
C 17.621 -16.420 -11.690
C 14.379 -22.134 -14.553
C 17.817 -15.310 -8.508
C 14.306 -20.614 -9.721
C 6.894 -14.080 -12.653
C 15.885 -10.003 -16.743
C 17.486 -12.004 -11.795
C 17.680 -13.089 -17.007
C 13.264 -7.879 -10.684
C 8.168 -21.718 -10.948
C 15.669 -14.599 -14.665
C 13.304 -16.333 -7.725
H 8.466 -22.747 -11.140
H 9.785 -12.026 -9.378
H 15.336 -20.957 -9.585
H 12.836 -15.927 -14.280
H 13.603 -16.489 -11.669
H 18.176 -12.485 -17.764
H 15.346 -18.900 -14.113
H 14.009 -12.030 -13.323
H 12.198 -15.779 -10.890
H 7.274 -14.329 -13.646
H 14.626 -17.683 -8.010
H 14.763 -11.958 -11.752
H 15.266 -18.157 -12.491
H 12.507 -10.869 -9.781
H 11.330 -12.821 -9.716
H 11.746 -14.879 -12.873
H 15.285 -10.323 -17.594
H 17.343 -11.518 -10.831
H 16.772 -15.553 -8.295
H 18.288 -16.288 -8.643
H 17.784 -16.325 -12.760
H 13.093 -12.471 -11.825
H 10.895 -15.804 -15.766
H 12.668 -8.765 -10.456
H 11.305 -12.484 -13.944
H 14.124 -23.178 -14.738
H 12.079 -8.647 -14.015
H 15.470 -22.139 -14.463
H 16.857 -9.663 -17.102
H 10.475 -18.633 -10.821
H 13.734 -21.115 -8.942
H 14.336 -19.550 -9.487
H 12.607 -16.774 -7.007
H 18.039 -12.723 -16.042
H 11.501 -19.053 -9.470
H 15.413 -9.119 -16.316
H 10.867 -17.420 -9.539
H 16.622 -15.125 -14.656
H 5.964 -13.531 -12.796
H 7.867 -21.257 -11.892
H 14.161 -7.866 -10.065
H 10.512 -11.055 -14.578
H 17.297 -17.435 -11.465
H 10.723 -21.785 -6.366
H 14.285 -10.778 -9.460
H 11.807 -20.449 -6.792
H 12.356 -14.852 -16.126
H 18.240 -14.884 -7.600
H 17.999 -14.128 -17.070
H 15.036 -14.952 -15.477
H 6.622 -15.015 -12.159
H 10.063 -20.100 -6.413
H 14.105 -21.516 -15.405
H 13.935 -19.097 -12.975
H 10.401 -12.619 -15.432
H 15.142 -14.800 -13.733
H 18.525 -16.186 -11.135
H 18.514 -11.727 -12.056
H 12.518 -9.540 -15.456
H 12.976 -7.886 -15.367
H 9.836 -13.739 -9.851
H 12.746 -15.692 -8.406
H 16.900 -11.550 -12.588
H 7.258 -21.696 -10.345
H 12.062 -16.442 -16.977
H 13.172 -10.500 -8.160
H 13.758 -14.907 -10.981
H 14.063 -12.934 -9.261
H 14.043 -15.723 -7.206
H 12.626 -7.016 -10.521

***

No. 7
19
Properties=species:S:1:pos:R:3 method="wB97M-V/def2-TZVPD" e_homo_ev="-21.409 / -21.531" charge=+2 max_force_ha_per_bohr=0.1109 lumo_ev="-7.4398 / -12.7233" e_tot_ev=-7318.7339 homo_lumo_gap_ha="0.513 / 0.324" spin_multiplicity=2
N 0.643 0.139 0.486
N -2.101 0.632 -0.328
C 0.040 -0.758 -0.550
C 1.905 0.646 -0.075
C 0.831 -0.655 1.715
C -1.086 -0.019 -1.277
H -0.246 -1.729 -0.156
H -2.771 -0.078 -0.010
H -1.676 1.054 0.498
H 0.752 -1.201 -1.281
H -2.677 1.301 -0.851
H 2.761 0.023 0.255
H -1.651 -0.594 -2.014
H 2.001 0.601 -1.165
H 1.402 -1.552 1.526
H -0.164 -1.052 1.977
H 2.054 1.725 0.111
H -0.627 0.856 -1.772
H 1.253 -0.119 2.568

***

No. 8
81
Properties=species:S:1:pos:R:3 method="wB97M-V/def2-TZVPD" e_homo_ev="-6.044 / -6.080" max_force_ha_per_bohr=0.0246 lumo_ev="-2.0420 / -1.9981" e_tot_ev=-90329.4111 homo_lumo_gap_ha="0.147 / 0.150" spin_multiplicity=4
Re -1.231 -1.397 1.515
Te 1.841 1.119 2.268
Cl -6.429 -3.214 0.075
S -1.161 0.374 3.032
O -2.350 -4.310 4.242
O -4.897 -5.163 4.020
O -6.573 -4.899 2.597
O 1.080 0.523 0.398
O -1.122 -2.853 3.060
O 0.816 -1.690 1.568
N 1.676 -0.592 -0.051
N -3.926 -2.385 0.426
N 1.596 -1.698 0.559
N -2.260 -0.095 0.376
N -2.960 -2.421 1.363
C -2.054 2.899 2.528
C 2.616 0.597 -3.424
C 6.022 1.997 1.515
C -1.633 -0.686 -1.946
C -4.035 -2.554 -1.971
C 4.803 3.737 0.425
C -2.975 -1.353 -3.953
C -4.949 -3.137 0.880
C 3.597 3.113 0.719
C -4.583 -3.743 2.107
C 3.435 -1.643 -3.143
C 2.937 -1.676 -1.855
C 2.317 3.768 0.268
C -2.844 -0.536 -0.922
C -2.787 3.826 1.812
C 2.112 0.580 -2.132
C -3.428 3.424 0.647
C -3.303 2.131 0.161
C 7.312 3.936 0.575
C -3.315 -3.261 2.357
C -2.215 -3.512 3.330
C -4.042 1.664 -1.000
C 3.270 -0.511 -3.936
C -0.890 -2.001 -1.725
C 4.846 1.322 1.818
C 2.273 -0.556 -1.363
C 6.021 3.208 0.835
C -2.031 -0.581 -3.386
C 4.950 0.010 2.562
C -3.844 0.444 -1.478
C -3.819 -2.329 -3.313
C -2.494 1.201 0.837
C -3.621 -1.848 -0.839
C 3.619 1.897 1.432
C -1.935 1.599 2.052
C -5.443 -4.655 2.927
H -1.588 3.160 3.472
H 0.069 -1.986 -2.245
H 6.969 1.566 1.823
H 1.854 3.200 -0.533
H 5.932 -0.435 2.404
H 7.152 4.808 -0.057
H 2.504 4.777 -0.098
H 3.047 -2.555 -1.237
H -0.965 0.147 -1.704
H -4.414 0.076 -2.320
H -4.782 2.323 -1.440
H -4.624 -3.440 -1.765
H 8.039 3.283 0.091
H -3.106 -1.258 -5.027
H 1.591 3.818 1.082
H 4.825 0.154 3.637
H 1.572 1.424 -1.740
H -1.483 0.124 -4.003
H -4.349 -3.001 -3.978
H -3.951 -4.898 4.158
H -0.677 -2.197 -0.652
H 4.788 4.675 -0.120
H 4.192 -0.699 2.237
H 2.487 1.481 -4.035
H -1.475 -2.841 -2.092
H 3.948 -2.511 -3.535
H -2.888 4.841 2.174
H 7.749 4.274 1.516
H -4.048 4.120 0.094
H 3.639 -0.502 -4.953

***

No. 9
13
Properties=species:S:1:pos:R:3 method="wB97M-V/def2-TZVPD" e_homo_ev=-9.824 max_force_ha_per_bohr=0.0239 lumo_ev=0.8708 e_tot_ev=-9272.0388 homo_lumo_gap_ha=0.393 smiles="O=C1NC[C@H]2CN12"
O 0.494 -0.684 2.517
N 0.089 -1.249 0.297
N 0.052 0.943 0.936
C -0.636 1.022 -0.337
C 0.267 -0.344 1.383
C 0.812 -0.958 -0.938
C -0.556 -0.450 -0.760
H -0.120 1.710 -1.025
H 1.612 -0.224 -0.843
H -1.671 1.377 -0.246
H 1.025 -1.802 -1.587
H 0.060 1.692 1.607
H -1.428 -1.032 -1.005

***

No. 10
59
Properties=species:S:1:pos:R:3 method="wB97M-V/def2-TZVPD" e_homo_ev=-8.071 max_force_ha_per_bohr=0.0165 lumo_ev=0.5633 e_tot_ev=-46697.7146 homo_lumo_gap_ha=0.317 smiles="COc1ccccc1NC(=S)N(CCc1nc2cc(C)c(C)cc2[nH]1)Cc1cccnc1"
S -1.910 3.357 1.386
O -1.405 -0.701 -1.558
N 2.101 0.735 1.539
N 0.240 3.131 -0.101
N -0.067 0.783 2.039
N 4.358 1.534 -1.155
N -1.513 1.766 -0.713
C 1.585 -0.528 1.386
C -0.571 -1.655 1.612
C 2.071 -4.164 0.551
C -4.963 -0.576 -0.576
C -1.261 -2.031 -1.995
C 0.045 -2.837 1.239
C 1.424 -2.868 0.944
C 0.961 3.814 0.954
C 1.792 0.645 -1.679
C 4.124 0.259 -1.405
C -2.702 1.034 -0.635
C 0.205 -0.513 1.689
C -1.034 2.722 0.125
C 0.909 3.010 -1.388
C -3.767 -1.092 -1.055
C -0.761 -4.103 1.182
C 2.193 -1.721 1.017
C 2.020 1.988 -1.403
C 1.106 1.480 1.924
C 1.164 2.938 2.216
C 3.337 2.366 -1.154
C -3.910 1.543 -0.188
C 2.859 -0.236 -1.683
C -5.035 0.735 -0.152
C -2.635 -0.298 -1.092
H -0.957 1.169 2.315
H -1.877 -2.228 -2.879
H -3.731 -2.116 -1.394
H -5.967 1.141 0.208
H 1.938 -4.914 1.330
H -0.209 -2.144 -2.253
H 2.709 -1.283 -1.896
H -1.513 -2.737 -1.202
H 3.589 3.402 -0.960
H 1.331 3.994 -1.626
H 0.387 3.171 2.946
H 1.631 -4.558 -0.366
H -0.651 -4.602 0.220
H -1.627 -1.625 1.844
H -1.815 -3.894 1.352
H 4.991 -0.388 -1.392
H 2.137 3.171 2.647
H -3.968 2.567 0.139
H -0.424 -4.799 1.950
H -0.811 1.260 -1.239
H 0.421 4.723 1.239
H -5.836 -1.209 -0.546
H 1.933 4.089 0.550
H 0.799 0.279 -1.898
H 0.168 2.779 -2.156
H 3.137 -4.023 0.388
H 3.250 -1.744 0.807

***

No. 11
20
Properties=species:S:1:pos:R:3 method="wB97M-V/def2-TZVPD" e_homo_ev=-8.828 max_force_ha_per_bohr=0.0616 lumo_ev=0.5475 e_tot_ev=-12891.2613 homo_lumo_gap_ha=0.345 smiles="[H]/N=C(/N)NC.CC(=O)O"
O -2.518 0.508 -0.766
O -1.703 2.532 -1.426
N 1.047 1.126 1.977
N 0.109 -0.850 0.902
N 1.741 -0.888 2.593
C 0.735 -1.806 0.033
C -1.776 1.212 -1.404
C 0.976 -0.129 1.702
C -0.806 0.555 -2.376
H 0.934 -2.688 0.623
H 2.093 -0.142 3.201
H -2.261 3.045 -0.867
H 0.234 0.520 -2.003
H -0.632 1.275 -3.263
H 0.668 1.808 1.336
H -1.247 -0.386 -2.628
H 1.435 -1.801 2.872
H 1.630 -1.422 -0.465
H 0.118 -2.097 -0.829
H -0.778 -0.373 0.789

***

No. 12
26
Properties=species:S:1:pos:R:3 method="wB97M-V/def2-TZVPD" e_homo_ev=-13.195 charge=+1 max_force_ha_per_bohr=0.0770 lumo_ev=-3.2667 e_tot_ev=-10044.2298 homo_lumo_gap_ha=0.365
O 0.528 0.465 3.893
N -0.082 2.125 1.648
C -0.450 1.993 0.171
C -0.166 -1.818 -3.413
C -0.683 -1.424 -1.014
C 0.327 -2.041 -2.014
C -0.014 -0.518 0.073
C 0.394 0.867 -0.419
H 0.314 1.018 -1.506
H 1.467 0.963 -0.275
H -1.502 1.778 -0.030
H 0.421 -2.356 -4.200
H 0.960 -0.397 3.993
H -0.244 0.387 4.462
H 0.736 -2.916 -1.469
H 1.403 -1.639 -1.839
H 0.804 -1.172 0.394
H -0.127 2.962 -0.199
H -1.336 -2.168 -0.571
H 0.802 2.635 1.581
H -0.118 -0.763 -3.718
H -1.301 -0.712 -1.616
H -0.797 -0.399 0.847
H 0.109 1.382 2.347
H -1.154 -2.289 -3.553
H -0.646 2.791 2.181

***

No. 13
13
Properties=species:S:1:pos:R:3 method="wB97M-V/def2-TZVPD" e_homo_ev=-9.041 max_force_ha_per_bohr=0.0096 lumo_ev=0.8979 e_tot_ev=-9372.0277 homo_lumo_gap_ha=0.365
O -0.200 1.424 -1.721
O 1.424 -1.662 2.084
C -1.057 -0.471 -0.605
C -0.201 1.528 -0.307
C -1.193 0.606 0.258
C -0.015 0.035 -1.504
C 0.479 0.148 -0.021
H 1.187 -1.010 1.390
H -1.363 -1.495 -0.433
H 2.387 -1.628 2.108
H 0.438 -0.551 -2.295
H -1.631 0.606 1.247
H 0.060 2.482 0.136

***

No. 14
10
Properties=species:S:1:pos:R:3 method="wB97M-V/def2-TZVPD" e_homo_ev="-17.186 / -19.803" charge=+2 max_force_ha_per_bohr=0.0976 lumo_ev="-11.1020 / -10.8435" e_tot_ev=-58803.0417 homo_lumo_gap_ha="0.224 / 0.329" spin_multiplicity=2
Ga -0.981 1.138 1.109
O 2.193 0.641 -0.046
C 0.285 -0.452 0.998
C 1.510 0.066 0.786
C -1.038 -0.553 -0.302
C -1.844 0.481 -0.529
Li 3.181 0.798 -1.545
H 0.168 -1.185 1.802
H -2.533 0.540 -1.380
H -0.941 -1.476 -0.894